(1)
{"formula": "C32H34PV", "method": "ωB97M-V/def2-TZVPD", "homo_ev": [-9.65, -9.55], "lumo_energy_ev": [-5.26, -5.04], "homo_lumo_gap_ev": [4.39, 4.51], "spin_multiplicity": 2, "charge": 1, "symbols": ["C", "C", "C", "C", "H", "H", "H", "H", "H", "H", "H", "H", "H", "C", "C", "C", "H", "C", "C", "H", "H", "H", "H", "C", "C", "C", "H", "C", "C", "H", "H", "H", "H", "V", "C", "C", "C", "C", "C", "C", "P", "C", "C", "C", "C", "C", "C", "C", "C", "C", "C", "C", "C", "H", "H", "H", "H", "H", "H", "H", "H", "H", "H", "H", "H", "H", "H", "H"], "coordinates": [[2.81, 1.53, -2.53], [3.55, 0.25, -2.53], [2.08, 1.92, -3.76], [3.31, 2.60, -1.65], [2.76, 2.34, -4.52], [1.34, 2.70, -3.55], [1.57, 1.08, -4.23], [4.50, 0.33, -3.10], [2.98, -0.56, -2.99], [3.82, -0.04, -1.51], [4.17, 3.14, -2.09], [3.65, 2.19, -0.70], [2.54, 3.35, -1.46], [-1.13, -1.77, -0.80], [-0.99, -0.88, -1.90], [0.40, -0.75, -2.19], [-1.80, -0.43, -2.47], [1.13, -1.57, -1.26], [0.17, -2.19, -0.39], [0.40, -2.95, 0.36], [-2.07, -2.15, -0.41], [0.82, -0.24, -3.04], [2.20, -1.77, -1.27], [0.03, 1.78, 1.40], [-1.28, 1.54, 0.88], [-1.26, 1.80, -0.52], [-2.16, 1.30, 1.46], [0.07, 2.18, -0.88], [0.87, 2.16, 0.32], [1.91, 2.45, 0.41], [0.33, 1.72, 2.44], [-2.12, 1.76, -1.19], [0.39, 2.51, -1.86], [0.09, 0.25, -0.11], [1.30, -4.32, 5.25], [1.92, -3.88, 4.07], [1.30, -2.95, 3.24], [0.03, -2.46, 3.59], [-0.60, -2.91, 4.76], [0.04, -3.83, 5.59], [-0.79, -1.20, 2.54], [-2.40, -2.05, 2.28], [-3.52, -1.31, 1.83], [-4.73, -1.95, 1.58], [-4.84, -3.34, 1.71], [-3.71, -4.09, 2.05], [-2.49, -3.45, 2.31], [-1.15, -0.04, 3.92], [-2.42, 0.43, 4.28], [-2.56, 1.34, 5.33], [-1.45, 1.78, 6.04], [-0.17, 1.32, 5.69], [-0.03, 0.41, 4.64], [1.80, -5.04, 5.90], [2.91, -4.27, 3.80], [1.79, -2.60, 2.33], [-1.59, -2.53, 5.03], [-0.46, -4.16, 6.51], [-3.45, -0.23, 1.68], [-5.60, -1.36, 1.29], [-5.79, -3.84, 1.52], [-3.76, -5.18, 2.12], [-1.62, -4.06, 2.55], [-3.31, 0.07, 3.77], [-3.56, 1.71, 5.58], [-1.56, 2.49, 6.87], [0.71, 1.65, 6.24], [0.97, 0.03, 4.39]], "lowdin_spin": [0.04, 0.01, 0.00, 0.01, 0.00, 0.00, 0.00, 0.00, 0.00, 0.00, 0.00, 0.00, 0.00, 0.00, 0.00, 0.01, 0.00, 0.02, -0.01, 0.00, 0.00, 0.00, 0.01, -0.01, 0.00, 0.00, 0.00, 0.02, 0.03, 0.01, 0.00, 0.00, 0.00, 0.86, 0.00, 0.00, 0.00, 0.00, 0.00, 0.00, 0.00, 0.00, 0.00, 0.00, 0.00, 0.00, 0.00, 0.00, 0.00, 0.00, 0.00, 0.00, 0.00, 0.00, 0.00, 0.00, 0.00, 0.00, 0.00, 0.00, 0.00, 0.00, 0.00, 0.00, 0.00, 0.00, 0.00, 0.00]}

***

(2)
{"formula": "C32H35BCaClCsF2IKN4O20PS", "method": "ωB97M-V/def2-TZVPD", "homo_ev": -8.72, "lumo_energy_ev": -7.87, "homo_lumo_gap_ev": 0.85, "charge": 1, "symbols": ["N", "C", "O", "C", "C", "C", "P", "O", "O", "C", "I", "C", "C", "C", "O", "C", "C", "C", "C", "C", "C", "C", "O", "H", "H", "H", "H", "H", "H", "H", "Cs", "C", "C", "C", "C", "C", "C", "N", "O", "O", "H", "H", "H", "H", "H", "C", "O", "C", "C", "O", "C", "C", "O", "C", "H", "H", "H", "H", "H", "H", "H", "H", "H", "H", "H", "H", "H", "H", "C", "S", "O", "C", "H", "H", "H", "H", "H", "H", "C", "N", "O", "O", "H", "H", "H", "B", "O", "C", "O", "C", "O", "O", "F", "F", "K", "N", "O", "O", "O", "Ca", "Cl"], "coordinates": [[2.34, -2.92, -1.14], [2.00, -2.02, -1.89], [1.98, -0.79, -2.63], [1.85, 0.28, -1.64], [0.43, 0.93, -1.42], [0.23, 2.13, -0.41], [-1.53, 2.83, -0.31], [-1.93, 3.34, 1.28], [-1.44, 4.30, -1.23], [1.48, 2.65, 0.38], [1.32, 4.32, 1.79], [2.88, 1.99, 0.16], [3.09, 0.80, -0.86], [4.60, 0.23, -1.05], [4.84, -1.01, -1.13], [5.74, 1.37, -1.09], [6.94, 1.37, -2.07], [7.92, 2.61, -1.98], [7.71, 3.79, -0.95], [6.49, 3.77, 0.03], [5.52, 2.56, -0.06], [4.23, 2.50, 0.91], [4.28, 2.79, 2.14], [-0.47, 0.56, -2.03], [-1.42, 2.84, 1.97], [-1.07, 3.99, -2.10], [7.09, 0.52, -2.81], [8.81, 2.69, -2.70], [8.39, 4.72, -0.89], [6.24, 4.60, 0.78], [1.43, 4.12, 4.42], [2.95, -5.57, 0.63], [4.17, -6.11, 0.21], [4.75, -7.16, 0.92], [4.11, -7.67, 2.05], [2.89, -7.13, 2.48], [2.32, -6.08, 1.76], [4.70, -8.79, 2.78], [5.77, -9.22, 2.39], [4.08, -9.23, 3.74], [2.50, -4.75, 0.08], [4.67, -5.70, -0.67], [5.70, -7.56, 0.58], [2.38, -7.52, 3.35], [1.37, -5.66, 2.09], [-4.58, -4.42, 6.35], [-3.94, -3.68, 5.32], [-4.59, -2.44, 5.07], [-3.67, -1.52, 4.28], [-2.71, -0.84, 5.10], [-1.61, -1.64, 5.54], [-0.58, -1.88, 4.44], [-1.01, -2.94, 3.58], [-0.29, -2.93, 2.37], [-5.62, -4.63, 6.09], [-4.04, -5.36, 6.48], [-4.53, -3.87, 7.30], [-4.86, -1.96, 6.02], [-5.49, -2.65, 4.50], [-4.29, -0.72, 3.84], [-3.19, -2.04, 3.45], [-1.95, -2.57, 5.99], [-1.13, -1.05, 6.32], [0.37, -2.18, 4.89], [-0.44, -0.97, 3.86], [-0.49, -2.00, 1.83], [-0.63, -3.76, 1.75], [0.79, -3.03, 2.55], [-7.23, 3.37, -2.01], [-6.16, 2.27, -1.07], [-7.02, 1.59, -0.04], [-5.24, 3.57, -0.23], [-7.93, 2.77, -2.59], [-7.79, 4.02, -1.33], [-6.62, 3.97, -2.69], [-5.92, 4.21, 0.34], [-4.69, 4.16, -0.97], [-4.52, 3.10, 0.45], [-4.25, -0.16, -4.12], [-3.51, 1.07, -3.71], [-3.14, 1.82, -4.60], [-3.33, 1.23, -2.52], [-4.34, -0.17, -5.20], [-3.68, -1.02, -3.77], [-5.23, -0.12, -3.65], [-4.76, 6.11, -7.25], [-5.15, 4.71, -7.47], [-5.42, 4.19, -6.28], [-5.77, 3.04, -6.10], [-5.23, 5.20, -5.24], [-5.40, 5.05, -4.05], [-4.85, 6.34, -5.80], [-5.67, 6.98, -7.94], [-3.42, 6.33, -7.71], [-3.30, 0.12, -6.91], [11.31, 4.61, -1.61], [12.53, 4.79, -1.69], [10.69, 4.13, -2.57], [10.70, 4.91, -0.58], [0.79, -8.36, 1.26], [-0.31, 1.56, -5.09]], "mulliken_charge": [-0.62, 0.48, -0.32, 0.04, -0.52, 0.45, 0.68, -0.47, -0.52, -0.74, -0.16, 0.77, 0.31, 0.25, -0.50, 0.47, -0.65, -0.30, -0.29, -0.66, 0.45, -0.11, -0.54, 0.22, 0.27, 0.36, 0.36, 0.38, 0.33, 0.31, 1.04, -0.02, -0.63, -0.30, 0.45, -1.11, -1.59, 0.99, -0.53, -0.57, 0.64, 0.48, 0.51, 0.77, 1.15, -0.77, -0.23, -0.61, -0.32, -0.46, -0.46, -0.55, -0.30, -0.76, 0.32, 0.22, 0.32, 0.34, 0.45, 0.40, 0.14, 0.20, 0.39, 0.46, 0.30, 0.40, 0.22, 0.28, -0.57, 0.62, -0.73, -0.78, 0.34, 0.34, 0.07, 0.43, 0.31, 0.07, -0.91, 1.02, -0.61, -0.37, 0.24, 0.35, 0.28, 0.54, -0.42, 0.75, -0.67, 0.51, -0.65, -0.41, -0.36, -0.36, 0.90, 1.10, -0.57, -0.55, -0.56, 1.36, -0.70]}

***

(3)
{"formula": "C32H35BN9O4SeSr", "method": "ωB97M-V/def2-TZVPD", "homo_ev": [-8.38, -8.41], "lumo_energy_ev": [-0.09, -2.23], "homo_lumo_gap_ev": [8.28, 6.18], "spin_multiplicity": 2, "charge": 0, "symbols": ["Sr", "C", "C", "C", "C", "N", "N", "B", "N", "C", "C", "C", "C", "N", "N", "C", "C", "C", "C", "N", "N", "C", "C", "C", "C", "N", "H", "H", "H", "H", "H", "H", "H", "H", "H", "H", "H", "H", "H", "H", "H", "H", "H", "H", "H", "H", "O", "C", "C", "C", "C", "C", "C", "C", "O", "N", "O", "O", "H", "H", "H", "H", "C", "C", "C", "C", "C", "C", "Se", "C", "C", "C", "H", "H", "H", "H", "H", "H", "H", "H", "H", "H", "H"], "coordinates": [[-0.27, -1.04, -0.38], [-3.54, -2.91, -0.38], [-3.05, -2.70, 1.02], [-3.51, -3.26, 2.21], [-2.68, -2.76, 3.18], [-1.79, -1.94, 2.60], [-2.01, -1.91, 1.26], [-0.53, -1.22, 3.15], [-0.49, 0.26, 2.64], [-0.95, 1.29, 3.38], [-0.74, 2.46, 2.69], [-0.14, 2.06, 1.49], [0.29, 2.90, 0.34], [0.01, 0.74, 1.47], [0.73, -2.04, 2.74], [1.32, -3.00, 3.48], [2.24, -3.65, 2.69], [2.13, -3.03, 1.44], [2.89, -3.32, 0.18], [1.21, -2.07, 1.47], [-0.54, -1.15, 4.68], [0.50, -0.73, 5.44], [0.03, -0.49, 6.71], [-1.35, -0.77, 6.63], [-2.38, -0.66, 7.71], [-1.69, -1.15, 5.41], [-4.62, -3.08, -0.39], [-3.06, -3.78, -0.84], [-3.33, -2.04, -1.00], [-4.34, -3.93, 2.35], [-2.68, -2.89, 4.25], [-1.38, 1.12, 4.36], [-0.99, 3.46, 3.00], [0.55, 3.91, 0.68], [-0.50, 3.00, -0.40], [1.16, 2.48, -0.15], [1.04, -3.16, 4.50], [2.89, -4.46, 2.97], [3.55, -4.17, 0.32], [3.51, -2.47, -0.11], [2.21, -3.54, -0.64], [1.49, -0.64, 5.03], [0.60, -0.17, 7.56], [-1.99, -1.01, 8.66], [-3.26, -1.25, 7.45], [-2.70, 0.38, 7.85], [0.06, -2.93, -1.99], [-0.46, -3.19, -3.07], [-1.34, -2.38, -3.86], [-1.79, -2.95, -5.06], [-2.63, -2.25, -5.89], [-3.04, -0.94, -5.56], [-2.61, -0.36, -4.40], [-1.74, -1.05, -3.49], [-1.37, -0.48, -2.42], [-3.09, -2.86, -7.12], [-2.72, -3.99, -7.38], [-3.83, -2.20, -7.84], [-0.24, -4.18, -3.51], [-1.49, -3.95, -5.34], [-3.70, -0.42, -6.24], [-2.92, 0.64, -4.13], [4.55, 6.34, -1.82], [3.67, 5.17, -2.15], [3.94, 3.90, -1.65], [3.12, 2.82, -1.93], [3.47, 1.48, -1.34], [1.99, 3.01, -2.76], [0.83, 1.58, -3.10], [1.71, 4.29, -3.28], [0.51, 4.55, -4.15], [2.55, 5.34, -2.96], [5.45, 6.02, -1.29], [4.02, 7.06, -1.19], [4.85, 6.87, -2.73], [4.81, 3.76, -1.03], [4.37, 1.55, -0.74], [3.62, 0.73, -2.12], [2.66, 1.11, -0.70], [0.42, 3.81, -4.94], [0.58, 5.55, -4.60], [-0.41, 4.50, -3.57], [2.33, 6.33, -3.36]], "lowdin_spin": [0.00, 0.00, 0.00, 0.00, 0.00, 0.00, 0.00, 0.00, 0.00, 0.00, 0.00, 0.00, 0.01, 0.00, 0.00, 0.00, 0.00, 0.00, 0.00, 0.00, 0.00, 0.00, 0.00, 0.00, 0.00, 0.00, 0.00, 0.00, 0.00, 0.00, 0.00, 0.00, 0.00, 0.00, 0.01, 0.00, 0.00, 0.00, 0.00, 0.00, 0.00, 0.00, 0.00, 0.00, 0.00, 0.00, 0.00, 0.00, 0.00, 0.00, 0.00, 0.00, 0.00, 0.00, 0.01, 0.00, 0.00, 0.00, 0.00, 0.00, 0.00, 0.00, 0.01, 0.07, -0.01, 0.06, 0.01, 0.06, 0.68, 0.06, 0.01, -0.01, 0.00, 0.00, 0.00, 0.00, 0.00, 0.00, 0.00, 0.00, 0.00, 0.00, 0.00]}

***

(4)
{"formula": "C32H35F17N5O10P2S2", "method": "ωB97M-V/def2-TZVPD", "homo_ev": -10.91, "lumo_energy_ev": -5.82, "homo_lumo_gap_ev": 5.10, "charge": 1, "symbols": ["C", "C", "O", "C", "N", "C", "C", "O", "C", "C", "P", "O", "N", "S", "O", "O", "C", "F", "F", "C", "F", "F", "C", "F", "F", "F", "C", "F", "C", "O", "O", "C", "P", "O", "S", "O", "O", "C", "F", "F", "C", "F", "F", "C", "F", "F", "C", "F", "F", "F", "H", "H", "H", "H", "H", "H", "H", "H", "H", "H", "H", "H", "H", "H", "H", "H", "H", "H", "H", "H", "N", "C", "C", "C", "C", "C", "H", "H", "H", "H", "H", "N", "C", "C", "C", "C", "C", "H", "H", "H", "H", "H", "N", "C", "C", "C", "C", "C", "H", "H", "H", "H", "H"], "coordinates": [[-1.91, 1.13, 5.36], [-2.84, 0.67, 4.23], [-2.53, -0.67, 3.88], [-2.66, 1.58, 2.96], [-2.53, 0.82, 1.70], [-2.32, 1.80, 0.65], [-1.41, 1.31, -0.48], [-0.15, 0.76, -0.06], [0.52, 1.42, 0.90], [1.37, 2.67, 0.56], [0.67, 3.99, -0.63], [0.86, 3.57, -2.02], [2.49, 2.69, 1.17], [3.66, 3.98, 1.04], [3.24, 4.97, 1.97], [3.68, 4.55, -0.24], [5.40, 3.39, 1.38], [5.67, 2.25, 0.79], [6.14, 4.27, 0.77], [5.83, 3.40, 2.89], [6.46, 4.55, 3.10], [4.81, 3.38, 3.75], [6.86, 2.29, 3.28], [7.30, 2.61, 4.48], [7.89, 2.34, 2.47], [6.32, 1.11, 3.37], [2.56, 1.45, 2.02], [3.80, 1.02, 2.29], [2.10, 1.99, 3.45], [2.85, 1.30, 4.42], [2.56, 1.90, 5.64], [1.67, 0.39, 1.39], [0.67, -0.69, 2.64], [0.57, -2.09, 2.20], [2.38, -0.51, -0.01], [2.54, 0.48, -1.05], [1.56, -1.55, -0.50], [4.06, -1.23, 0.29], [4.29, -1.98, -0.77], [5.01, -0.32, 0.27], [4.24, -2.14, 1.54], [5.53, -2.07, 1.86], [3.57, -1.72, 2.63], [3.94, -3.65, 1.33], [2.83, -3.89, 0.66], [4.93, -4.26, 0.71], [3.79, -4.41, 2.71], [3.88, -5.70, 2.42], [2.61, -4.24, 3.24], [4.76, -4.14, 3.55], [-2.42, 1.89, 5.97], [-0.98, 1.57, 4.99], [-1.65, 0.29, 6.01], [-3.88, 0.79, 4.56], [-3.32, -1.21, 3.99], [-1.79, 2.24, 3.12], [-3.53, 2.26, 2.87], [-3.39, 0.29, 1.56], [-1.94, 2.76, 1.03], [-3.29, 2.03, 0.17], [-1.93, 0.49, -0.99], [-1.33, 2.09, -1.26], [0.01, 1.70, 1.84], [1.32, 5.19, -0.28], [-0.69, 4.08, -0.25], [2.25, 3.07, 3.52], [1.04, 1.76, 3.67], [3.19, 2.63, 5.74], [-0.55, -0.06, 2.95], [1.47, -0.65, 3.81], [1.15, -0.15, -6.15], [0.95, -1.46, -6.23], [1.18, -2.34, -5.19], [1.65, -1.83, -3.99], [1.87, -0.47, -3.88], [1.60, 0.33, -4.99], [0.58, -1.82, -7.19], [0.99, -3.40, -5.31], [1.85, -2.49, -3.15], [2.25, -0.03, -2.97], [1.76, 1.40, -4.95], [-4.59, -0.76, -0.50], [-4.50, -2.03, -0.13], [-4.49, -3.10, -1.01], [-4.58, -2.83, -2.36], [-4.68, -1.51, -2.78], [-4.68, -0.52, -1.82], [-4.43, -2.20, 0.94], [-4.41, -4.11, -0.65], [-4.58, -3.63, -3.09], [-4.76, -1.26, -3.83], [-4.75, 0.53, -2.10], [-6.84, -2.09, -5.20], [-6.19, -2.22, -6.36], [-6.79, -2.63, -7.54], [-8.14, -2.93, -7.52], [-8.84, -2.81, -6.32], [-8.14, -2.38, -5.20], [-5.13, -1.98, -6.34], [-6.22, -2.71, -8.45], [-8.65, -3.26, -8.42], [-9.89, -3.03, -6.26], [-8.64, -2.27, -4.25]], "mulliken_charge": [-1.31, 0.11, -0.56, -1.01, 0.11, -0.86, -0.58, -0.06, 0.17, -0.15, 0.33, -0.53, 0.63, 1.16, -0.63, -0.55, 0.38, -0.19, -0.22, 0.69, -0.29, -0.23, 0.57, -0.25, -0.25, -0.14, -0.13, -0.36, -0.75, -0.10, -0.46, 1.22, 0.89, -0.67, 1.74, -1.09, -0.67, 0.46, -0.19, -0.21, 0.73, -0.32, -0.32, 0.48, -0.20, -0.30, 0.60, -0.27, -0.18, -0.24, 0.40, 0.16, 0.31, 0.58, 0.35, 0.34, 0.56, 0.33, 0.27, 0.46, 0.46, 0.33, -0.56, 0.17, 0.11, 0.75, -0.35, 0.35, -0.28, 0.09, -0.57, -0.27, -0.53, -0.15, 0.20, -0.50, 0.36, 0.39, 0.43, 0.38, 0.42, -0.34, -0.08, -0.67, -0.05, -0.23, -0.40, 0.33, 0.39, 0.43, 0.24, 0.39, -0.25, 0.04, -0.66, -0.13, -0.52, -0.24, 0.34, 0.36, 0.37, 0.36, 0.36]}

***

(5)
{"formula": "C32H35IrN8O2S", "method": "ωB97M-V/def2-TZVPD", "homo_ev": [-15.76, -16.23], "lumo_energy_ev": [-9.53, -11.93], "homo_lumo_gap_ev": [6.24, 4.30], "spin_multiplicity": 6, "charge": 3, "symbols": ["Ir", "C", "C", "C", "C", "C", "C", "C", "S", "O", "O", "N", "C", "C", "C", "C", "C", "C", "C", "C", "N", "C", "H", "H", "H", "H", "H", "H", "H", "H", "H", "H", "H", "H", "H", "C", "C", "N", "C", "C", "C", "C", "C", "C", "C", "C", "N", "C", "N", "H", "H", "H", "H", "H", "H", "H", "H", "H", "C", "N", "C", "C", "N", "N", "C", "C", "H", "H", "H", "H", "H", "H", "H", "H", "H", "H", "H", "H", "H"], "coordinates": [[-0.08, -1.45, 0.04], [6.99, 2.91, -1.05], [5.89, 1.90, -1.26], [4.71, 1.96, -0.53], [3.75, 0.97, -0.60], [3.89, -0.05, -1.51], [5.04, -0.17, -2.28], [6.02, 0.83, -2.18], [2.63, -1.22, -1.76], [1.44, -0.65, -2.31], [3.14, -2.41, -2.33], [2.05, -1.60, -0.21], [2.71, -1.96, 0.91], [4.12, -2.25, 0.93], [4.79, -2.47, 2.13], [4.07, -2.51, 3.32], [2.65, -2.29, 3.32], [1.95, -2.21, 4.53], [0.62, -1.87, 4.53], [0.01, -1.57, 3.26], [0.64, -1.64, 2.11], [1.96, -2.00, 2.15], [6.83, 3.58, -0.19], [7.19, 3.55, -1.93], [7.90, 2.37, -0.84], [4.53, 2.81, 0.07], [2.82, 1.15, -0.11], [5.20, -1.05, -2.89], [6.91, 0.76, -2.79], [4.60, -2.14, -0.01], [5.84, -2.58, 2.12], [4.61, -2.76, 4.28], [2.52, -2.43, 5.43], [0.01, -1.79, 5.41], [-1.03, -1.28, 3.32], [0.32, 2.89, -0.89], [0.15, 1.50, -0.97], [-0.32, 0.77, 0.07], [-0.91, 1.37, 1.11], [-0.95, 2.79, 1.21], [-0.26, 3.52, 0.20], [-1.66, 3.53, 2.18], [-2.89, 3.25, 2.84], [-3.92, 2.37, 2.35], [-5.25, 2.60, 2.69], [-6.28, 1.91, 1.95], [-5.97, 1.10, 1.00], [-4.65, 1.05, 0.68], [-3.63, 1.55, 1.30], [0.72, 3.46, -1.72], [0.49, 0.87, -1.80], [-1.31, 0.77, 1.90], [-0.34, 4.65, 0.25], [-1.27, 4.52, 2.45], [-3.23, 3.92, 3.62], [-5.51, 3.26, 3.49], [-7.33, 2.07, 2.17], [-4.43, 0.52, -0.21], [-1.12, -1.74, -3.49], [-2.21, -1.01, -2.81], [-2.95, -0.05, -3.66], [-2.74, -1.67, -1.72], [-1.96, -1.97, -0.70], [-4.05, -1.91, -1.65], [-4.56, -2.20, -0.29], [-4.92, -2.25, -2.74], [-1.46, -2.36, -4.33], [-0.70, -2.42, -2.79], [-0.39, -1.04, -3.87], [-2.53, 0.93, -3.57], [-4.02, 0.05, -3.43], [-2.88, -0.36, -4.72], [-2.33, -2.75, -0.12], [-4.48, -3.23, 0.00], [-5.65, -2.01, -0.28], [-4.10, -1.55, 0.45], [-4.39, -2.83, -3.55], [-5.36, -1.38, -3.21], [-5.68, -2.95, -2.42]], "lowdin_spin": [2.33, 0.00, 0.00, 0.00, 0.00, 0.00, 0.00, 0.00, 0.03, 0.04, 0.02, 0.38, 0.10, 0.18, 0.00, 0.25, 0.02, 0.02, 0.00, 0.03, 0.11, 0.08, 0.00, 0.00, 0.00, 0.00, 0.00, 0.00, 0.00, 0.01, 0.00, 0.01, 0.00, 0.00, 0.00, 0.00, 0.10, 0.11, 0.10, 0.06, 0.05, 0.17, 0.22, 0.02, 0.17, 0.01, 0.07, 0.00, 0.02, 0.00, 0.01, 0.00, 0.00, 0.01, 0.01, 0.01, 0.00, 0.00, 0.01, 0.02, 0.00, 0.03, 0.12, 0.02, 0.00, 0.00, 0.00, 0.01, 0.00, 0.00, 0.00, 0.00, 0.01, 0.00, 0.00, 0.00, 0.00, 0.00, 0.00]}

***

The records above give, respectively, F_max values of 5.8 9.1 0.5 3.7 2.2 eV Å⁻¹.